Formula: C35H35MnN3O3P2
Source: the OMol25 dataset
Level of theory: wB97M-V/def2-TZVPD

Properties
- total charge = +1
- M (g/mol) = 662.57
- gap between HOMO and LUMO (alpha / beta) (eV) = 7.132 / 6.376
- calculated total energy (Eh) = -3578.29136
- spin multiplicity = 5

Last column: Löwdin spin population.
CARTESIAN COORDINATES (ANGSTROEM)
1 C -1.09 3.46 -4.35  -0.002
2 C -0.90 2.21 -3.76  0.015
3 C 0.43 1.75 -3.47  0.015
4 C 1.53 2.56 -3.78  0.016
5 C 1.31 3.80 -4.37  -0.002
6 C 0.02 4.25 -4.65  0.015
7 C 2.94 2.05 -3.56  0.004
8 C 2.94 0.55 -3.69  0.016
9 C 1.80 -0.19 -3.36  0.014
10 C 1.77 -1.60 -3.58  0.014
11 C 2.93 -2.24 -4.01  -0.001
12 C 4.08 -1.49 -4.29  0.014
13 C 4.07 -0.11 -4.17  -0.002
14 H -2.12 3.81 -4.54  0.000
15 H 2.17 4.42 -4.66  0.000
16 H -0.15 5.23 -5.07  0.001
17 H 3.55 2.47 -4.38  0.001
18 H 2.97 -3.34 -4.04  0.000
19 H 4.98 -2.00 -4.61  0.001
20 H 4.92 0.48 -4.51  0.000
21 N 0.68 0.51 -2.84  0.164
22 Mn 0.06 0.09 -1.11  3.347
23 C -2.08 1.38 -3.26  0.007
24 H -2.10 0.36 -3.68  0.001
25 H -3.05 1.85 -3.48  0.001
26 C 0.54 -2.40 -3.19  0.010
27 H -0.34 -2.13 -3.80  0.001
28 H 0.72 -3.48 -3.29  0.002
29 P -1.93 1.22 -1.44  0.037
30 P 0.13 -2.05 -1.45  0.077
31 C 1.46 -2.89 -0.53  0.021
32 H 1.14 -3.02 0.51  0.000
33 H 1.68 -3.86 -0.99  0.003
34 H 2.37 -2.28 -0.55  0.000
35 C -1.37 -3.01 -1.13  0.023
36 H -1.21 -4.05 -1.43  0.004
37 H -1.59 -2.95 -0.06  0.000
38 H -2.21 -2.59 -1.70  0.000
39 C -2.17 2.94 -0.90  0.008
40 H -3.21 3.24 -1.06  0.001
41 H -1.90 3.04 0.16  0.000
42 H -1.50 3.60 -1.47  0.000
43 C -3.40 0.32 -0.86  0.008
44 H -3.35 0.22 0.23  0.000
45 H -4.30 0.89 -1.13  0.001
46 H -3.43 -0.68 -1.31  0.000
47 C 1.73 0.47 -0.44  0.075
48 O 2.89 0.62 -0.35  0.058
49 H 3.45 2.42 -2.67  0.002
50 O 0.18 2.42 1.14  0.021
51 C -0.16 1.35 1.65  0.005
52 N -0.60 1.17 2.95  0.001
53 C -0.58 -0.22 3.33  -0.002
54 C -0.53 -0.85 1.93  0.005
55 O -0.78 -2.04 1.70  0.007
56 N -0.20 0.10 1.02  -0.006
57 C 0.70 -0.49 4.13  0.000
58 C 1.66 -1.41 3.71  0.000
59 C 2.84 -1.55 4.44  0.000
60 C 3.05 -0.80 5.60  0.000
61 C 2.06 0.08 6.04  0.000
62 C 0.88 0.23 5.31  0.000
63 C -1.84 -0.58 4.09  0.000
64 C -1.81 -1.42 5.21  0.000
65 C -2.98 -1.68 5.93  0.000
66 C -4.20 -1.15 5.50  0.000
67 C -4.24 -0.35 4.34  0.000
68 C -3.06 -0.07 3.64  0.000
69 H -0.45 1.94 3.60  0.000
70 H 1.47 -2.02 2.83  0.000
71 H 3.59 -2.26 4.08  0.000
72 H 3.98 -0.91 6.16  0.000
73 H 2.20 0.66 6.96  0.000
74 H 0.10 0.90 5.68  0.000
75 H -0.86 -1.88 5.52  0.000
76 H -2.93 -2.31 6.82  0.000
77 H -5.11 -1.36 6.04  0.000
78 H -5.18 0.04 3.97  0.000
79 H -3.08 0.57 2.75  0.000